47
Properties=species:S:1:pos:R:3:nbo_charge:R:1 method="wB97M-V/def2-TZVPD" e_tot_ev=-55061.2519 lumo_ev=0.60 largest_force_ha_per_bohr=0.068 relative_energy_kcal_mol=100.0 total_charge=-1
O 3.0892 -4.2754 -2.0733 -0.52
C 2.2183 -3.4274 -1.8163 0.54
C 2.5225 -1.8581 -1.6596 -0.30
C 1.8207 -1.1345 -0.6560 -0.01
C 2.0239 0.4253 -0.4750 -0.44
C 2.1318 0.9336 1.0338 -0.41
C 2.2419 2.5441 1.1818 -0.45
C 2.1025 3.3428 -0.1872 -0.09
O 0.7129 3.4346 -0.6649 -0.75
C 0.8308 -2.0367 0.2375 0.53
O 0.8435 -1.8667 1.4689 -0.51
C -0.0183 -3.1008 -0.5580 -0.06
C -1.5549 -3.4389 -0.3684 -0.45
C -2.2486 -2.8048 0.9177 -0.48
C -3.6536 -2.0899 0.6341 0.66
F -4.3160 -2.5462 -0.5177 -0.33
F -4.4683 -2.3770 1.7783 -0.34
C -3.3983 -0.5116 0.6714 0.59
F -2.1933 -0.1140 0.0477 -0.31
F -3.2422 -0.1771 2.0470 -0.31
C -4.6019 0.3909 0.1287 0.57
F -4.6992 1.5034 1.0149 -0.31
F -5.8579 -0.2448 0.2042 -0.30
C -4.3296 1.0449 -1.3192 0.93
F -3.8477 0.1051 -2.2469 -0.31
F -5.5257 1.5415 -1.8575 -0.31
F -3.4668 2.1511 -1.2053 -0.29
C 0.6734 -3.8077 -1.5792 -0.25
H 3.2714 -1.3901 -2.3660 0.24
H 2.8961 0.8012 -1.1209 0.24
H 1.0877 0.9254 -0.9260 0.23
H 3.0662 0.4529 1.4984 0.22
H 1.1904 0.6379 1.6222 0.21
H 3.1877 2.8073 1.7658 0.28
H 1.3697 2.8986 1.8470 0.19
H 2.8050 2.9801 -1.0163 0.17
H 2.4052 4.4302 0.0213 0.23
H 0.1470 2.8571 -0.1049 0.45
H -2.0736 -3.1771 -1.3608 0.25
H -1.6473 -4.5822 -0.2933 0.24
H -2.4611 -3.6723 1.6406 0.25
H -1.6199 -2.0628 1.5000 0.27
H 0.1384 -4.6004 -2.1951 0.23
N 5.6134 4.7729 1.3266 0.71
O 4.6332 4.7424 0.5520 -0.58
O 6.7428 5.0669 0.8916 -0.55
O 5.4587 4.5066 2.5359 -0.56